[1]
C41H45IrN8S | the ωB97M-V functional and the def2-TZVPD basis

CARTESIAN COORDINATES (ANGSTROEM)
Ir: 0.333 1.755 0.378
S: 2.333 1.643 4.565
C: 0.649 1.707 4.859
C: -0.075 1.875 3.716
C: 0.720 1.937 2.537
C: 2.054 1.844 2.853
C: 3.124 2.021 1.895
C: 4.482 1.870 2.200
C: 5.425 2.119 1.223
C: 5.007 2.529 -0.038
C: 3.649 2.634 -0.270
N: 2.732 2.370 0.656
H: 0.285 1.625 5.873
H: -1.154 1.975 3.728
H: 4.770 1.562 3.197
H: 6.478 1.994 1.438
H: 5.719 2.758 -0.819
H: 3.274 2.925 -1.247
C: -0.412 1.151 -3.110
N: -0.203 2.083 -2.017
C: -0.303 3.334 -2.306
C: -0.082 4.350 -1.338
C: -0.249 5.772 -1.452
C: 0.026 6.270 -0.217
C: 0.362 5.132 0.612
N: 0.303 4.011 -0.069
C: -1.457 0.066 -2.906
C: -2.094 -0.456 -4.028
C: -2.966 -1.528 -3.917
C: -3.203 -2.109 -2.680
C: -2.573 -1.596 -1.555
C: -1.723 -0.504 -1.667
H: 0.544 0.641 -3.285
H: -0.656 1.692 -4.031
H: -0.560 3.653 -3.319
H: -0.539 6.315 -2.337
H: 0.001 7.301 0.099
H: 0.634 5.131 1.659
H: -1.895 -0.030 -5.006
H: -3.449 -1.922 -4.802
H: -3.862 -2.964 -2.598
H: -2.710 -2.068 -0.585
H: -1.227 -0.119 -0.793
C: -3.472 -0.358 3.387
C: -2.516 -1.258 2.649
C: -2.690 -2.644 2.620
C: -1.768 -3.472 1.973
C: -1.954 -4.968 1.978
C: -0.686 -2.917 1.322
C: -0.491 -1.506 1.269
C: -1.435 -0.718 1.987
N: 0.458 -0.849 0.578
C: 1.454 -1.573 -0.208
C: 2.398 -0.555 -0.851
C: 3.456 -1.214 -1.734
C: 2.788 -2.047 -2.828
C: 1.897 -3.101 -2.172
C: 2.740 -4.010 -1.273
C: 3.413 -3.165 -0.187
C: 4.315 -2.119 -0.847
C: 2.345 -2.479 0.674
C: 0.812 -2.414 -1.339
H: -4.334 -0.910 3.759
H: -3.822 0.445 2.737
H: -2.970 0.107 4.237
H: -3.542 -3.090 3.121
H: -2.813 -5.254 2.582
H: -1.071 -5.464 2.382
H: -2.108 -5.341 0.965
H: 0.006 -3.594 0.844
H: -1.275 0.348 2.004
H: 2.907 -0.044 -0.042
H: 1.811 0.180 -1.421
H: 4.080 -0.433 -2.181
H: 3.549 -2.526 -3.449
H: 2.186 -1.404 -3.480
H: 1.414 -3.702 -2.948
H: 3.501 -4.521 -1.869
H: 2.108 -4.778 -0.817
H: 4.015 -3.809 0.460
H: 5.082 -2.614 -1.450
H: 4.822 -1.522 -0.083
H: 2.820 -1.852 1.437
H: 1.756 -3.233 1.196
H: 0.138 -3.167 -0.933
H: 0.212 -1.755 -1.972
N: -6.577 2.469 0.584
C: -5.360 1.971 0.323
N: -5.267 0.728 -0.180
N: -4.329 2.732 0.579
C: -3.075 2.432 0.514
N: -1.923 2.280 0.547
H: -7.414 1.931 0.464
H: -6.634 3.379 1.004
H: -6.087 0.221 -0.461
H: -4.382 0.407 -0.543

## Properties
- <S²>: 8.810
- LUMO energy (alpha / beta): -2.18 / -4.79 eV
- HOMO level (alpha / beta): -9.44 / -9.40 eV
- Charge: +1
- Spin multiplicity: 6

The molecule's Mulliken atomic charges, reported in e, are given here:
1 Ir 5.0005
2 S -0.2459
3 C -0.4918
4 C -1.0058
5 C -0.5939
6 C 0.4285
7 C 1.1125
8 C -1.0609
9 C -0.5458
10 C -1.0517
11 C -0.2306
12 N 0.0796
13 H 0.4929
14 H 0.5034
15 H 0.4357
16 H 0.4529
17 H 0.4567
18 H 0.4349
19 C -1.6988
20 N 0.2134
21 C -0.3369
22 C -0.1440
23 C -1.0263
24 C -0.8758
25 C -0.7976
26 N 0.2599
27 C 0.7615
28 C -0.6476
29 C -0.9831
30 C -0.8329
31 C -0.6922
32 C 1.0828
33 H 0.1557
34 H 0.5599
35 H 0.3480
36 H 0.5150
37 H 0.4330
38 H 0.5247
39 H 0.4372
40 H 0.3900
41 H 0.5073
42 H 0.3673
43 H -0.0995
44 C -1.4144
45 C 0.0046
46 C -0.9283
47 C -0.2500
48 C -1.7986
49 C -0.3586
50 C -0.2923
51 C 0.9690
52 N 0.8059
53 C 1.0915
54 C -1.1428
55 C 0.5263
56 C -1.3866
57 C 0.2177
58 C -1.2643
59 C 0.2709
60 C -1.5556
61 C -0.9817
62 C -0.9649
63 H 0.4261
64 H 0.1113
65 H 0.3129
66 H 0.3490
67 H 0.4197
68 H 0.3450
69 H 0.3386
70 H 0.7121
71 H -0.1764
72 H -0.4148
73 H -0.2792
74 H 0.3928
75 H 0.5593
76 H 0.4022
77 H 0.4077
78 H 0.5677
79 H 0.5032
80 H 0.3017
81 H 0.5719
82 H 0.4592
83 H 0.4553
84 H 0.5381
85 H 0.6585
86 H -0.3934
87 N -0.4117
88 C 0.6283
89 N -0.3166
90 N -0.8450
91 C 0.4164
92 N -0.9284
93 H 0.1820
94 H 0.2452
95 H 0.2228
96 H 0.0987



[2]
C3HO3S | the ωB97M-V functional and the def2-TZVPD basis

CARTESIAN COORDINATES (ANGSTROEM)
C: 1.293 -1.532 0.483
C: -1.506 1.505 0.060
C: 0.874 -0.742 -0.430
O: -1.621 2.640 0.394
O: 1.823 -2.235 1.257
O: -1.888 0.415 -0.213
S: 0.810 1.084 -0.199
H: 0.215 -1.135 -1.352

## Properties
- LUMO energy: 3.79 eV
- HOMO level: -3.23 eV
- Charge: -1
- Energy above the lowest of the compared OMol25 structures with the same formula, charge and spin: 0.515 eV

The molecule's Mulliken atomic charges, reported in e, are given here:
1 C 0.7614
2 C 0.6991
3 C -0.6806
4 O -0.5006
5 O -0.4676
6 O -0.4935
7 S -0.5262
8 H 0.2080



[3]
C53H49Cl3InN2O2P3 | the ωB97M-V functional and the def2-TZVPD basis

CARTESIAN COORDINATES (ANGSTROEM)
In: -12.516 5.437 16.447
Cl: -16.793 10.450 19.838
C: -16.095 9.101 19.049
C: -14.756 8.780 19.179
C: -14.230 7.666 18.564
Cl: -12.535 7.252 18.862
C: -14.993 6.901 17.642
O: -14.562 5.848 17.000
C: -16.355 7.300 17.514
Cl: -17.288 6.499 16.352
C: -16.937 8.285 18.276
H: -14.093 9.416 19.773
H: -18.015 8.412 18.151
C: -9.815 2.729 15.842
N: -10.101 2.423 14.443
C: -11.239 3.030 13.745
P: -12.867 3.320 14.701
C: -13.880 4.015 13.399
C: -15.262 3.790 13.207
C: -16.038 4.504 12.291
C: -15.454 5.430 11.458
C: -14.088 5.683 11.583
C: -13.308 5.009 12.517
C: -13.652 1.816 15.290
C: -14.983 1.952 15.807
C: -15.692 0.835 16.203
C: -15.094 -0.426 16.002
C: -13.818 -0.600 15.531
C: -13.080 0.538 15.179
C: -9.134 1.806 13.635
C: -8.986 2.153 12.301
C: -8.169 1.396 11.493
C: -7.323 0.395 12.012
C: -7.464 0.090 13.357
C: -8.319 0.787 14.195
P: -9.794 4.559 16.194
C: -8.789 4.762 17.640
C: -8.182 6.015 17.896
C: -7.613 6.287 19.132
C: -7.589 5.355 20.148
C: -8.111 4.087 19.891
C: -8.624 3.786 18.651
C: -8.684 5.150 14.914
C: -9.210 5.949 13.888
C: -8.367 6.434 12.884
C: -7.006 6.079 12.868
C: -6.486 5.306 13.899
C: -7.301 4.860 14.923
H: -8.912 2.172 16.119
H: -10.569 2.268 16.507
H: -11.439 2.289 12.946
H: -10.932 3.936 13.201
H: -15.783 3.006 13.752
H: -17.108 4.285 12.172
H: -16.052 6.032 10.780
H: -13.593 6.409 10.930
H: -12.261 5.343 12.649
H: -15.474 2.940 15.784
H: -16.695 0.924 16.582
H: -15.699 -1.294 16.276
H: -13.372 -1.593 15.489
H: -12.043 0.517 14.804
H: -9.569 2.965 11.870
H: -8.100 1.607 10.433
H: -6.585 -0.110 11.385
H: -6.759 -0.580 13.800
H: -8.429 0.522 15.268
H: -8.118 6.799 17.147
H: -7.200 7.280 19.286
H: -7.120 5.599 21.100
H: -8.014 3.315 20.631
H: -8.875 2.737 18.502
H: -10.237 6.300 13.847
H: -8.764 7.106 12.140
H: -6.353 6.364 12.070
H: -5.443 5.050 13.931
H: -6.841 4.196 15.686
C: -12.417 4.101 20.781
P: -13.370 3.465 19.360
C: -12.956 1.721 19.570
C: -13.861 0.673 19.517
C: -13.488 -0.653 19.395
C: -12.152 -0.985 19.502
C: -11.195 0.019 19.658
C: -11.595 1.352 19.681
C: -15.047 3.612 19.981
C: -16.118 4.112 19.170
C: -17.334 4.393 19.761
C: -17.509 4.229 21.124
C: -16.547 3.554 21.907
C: -15.331 3.203 21.316
H: -12.482 3.423 21.665
H: -12.778 5.100 21.026
H: -11.358 4.222 20.484
H: -14.952 0.912 19.552
H: -14.244 -1.427 19.309
H: -11.835 -2.003 19.390
H: -10.144 -0.227 19.773
H: -10.861 2.117 19.909
H: -15.968 4.276 18.133
H: -18.150 4.717 19.136
H: -18.410 4.520 21.602
H: -16.725 3.388 22.961
H: -14.637 2.584 21.864
C: -11.484 9.303 15.903
C: -12.414 8.505 15.096
N: -12.989 9.077 14.024
O: -12.681 7.275 15.299
H: -11.383 10.309 15.435
H: -10.511 8.789 15.967
H: -11.869 9.404 16.976
H: -12.893 10.055 13.793
H: -13.643 8.515 13.494

## Properties
- LUMO energy: -6.49 eV
- HOMO level: -12.25 eV
- Charge: +2
- Energy above the lowest of the compared OMol25 structures with the same formula, charge and spin: 0.000 eV

Results of the Mulliken charge analysis, in e, for atoms 1 through 99:
1 In 2.1493
2 Cl -0.1892
3 C 0.1809
4 C -0.7372
5 C 0.7767
6 Cl -0.0750
7 C -0.5406
8 O -0.3536
9 C 0.4609
10 Cl -0.1995
11 C -0.6144
12 H 0.4680
13 H 0.4529
14 C -1.7152
15 N 1.1481
16 C -1.3549
17 P 1.0799
18 C 0.6960
19 C -0.2710
20 C -1.0287
21 C -0.5230
22 C -0.9165
23 C -0.6741
24 C 0.6985
25 C -0.3208
26 C -1.0618
27 C -0.6914
28 C -0.7575
29 C -0.2904
30 C 0.9753
31 C -0.0035
32 C -0.9290
33 C -0.6086
34 C -0.7718
35 C -0.7906
36 P 1.3508
37 C 0.7808
38 C -0.9597
39 C -0.6813
40 C -0.6667
41 C -0.4891
42 C -0.6421
43 C 0.2209
44 C -0.3236
45 C -0.7034
46 C -0.7823
47 C -0.6572
48 C -0.5323
49 H 0.5835
50 H 0.4965
51 H 1.0203
52 H 0.0535
53 H 0.5517
54 H 0.4286
55 H 0.4121
56 H 0.4738
57 H 0.3068
58 H 0.1217
59 H 0.5575
60 H 0.4071
61 H 0.4618
62 H 0.3082
63 H 0.3527
64 H 0.3968
65 H 0.4251
66 H 0.4126
67 H 0.3381
68 H 0.3755
69 H 0.4442
70 H 0.4445
71 H 0.5154
72 H 0.3192
73 H 0.3015
74 H 0.5108
75 H 0.4689
76 H 0.4972
77 H 0.3740
78 C -1.5933
79 P 1.8919
80 C 0.0918
81 C -0.3013
82 C -0.7039
83 C -0.6148
84 C -0.5909
85 C -0.6355
86 C 0.0163
87 C -0.3163
88 C -0.7310
89 C -0.6574
90 C -0.8046
91 C -0.4131
92 H 0.4692
93 H 0.5073
94 H 0.3715
95 H 0.2925
96 H 0.4801
97 H 0.4298
98 H 0.4692
99 H 0.3363



[4]
C26H30O8 | the ωB97M-V functional and the def2-TZVPD basis

CARTESIAN COORDINATES (ANGSTROEM)
C: -3.766 -1.520 3.821
C: -3.628 -1.127 2.355
C: -4.868 -0.389 1.853
C: -4.743 0.051 0.395
C: -4.900 -1.126 -0.582
C: -4.535 -0.681 -1.972
O: -5.243 0.011 -2.659
C: -3.149 -1.121 -2.445
C: -2.120 -0.357 -1.665
C: -2.096 1.019 -1.849
C: -1.239 1.834 -1.123
O: -1.230 3.177 -1.254
C: -0.347 1.253 -0.227
C: -0.317 -0.120 -0.081
C: -1.207 -0.952 -0.778
C: -1.263 -2.404 -0.486
O: -2.298 -3.015 -0.386
O: -0.127 -3.122 -0.360
C: 1.157 -2.657 -0.364
C: 2.111 -3.488 -0.915
C: 3.461 -3.147 -0.875
O: 4.305 -4.014 -1.426
C: 3.865 -1.928 -0.269
C: 5.305 -1.647 -0.261
O: 6.144 -2.410 -0.723
O: 5.712 -0.496 0.275
C: 2.886 -1.077 0.288
C: 3.178 0.254 0.916
C: 3.293 1.343 -0.160
C: 3.434 2.729 0.463
C: 3.452 3.830 -0.595
C: 3.599 5.211 0.030
C: 1.547 -1.457 0.236
O: 0.587 -0.639 0.820
H: -2.872 -2.037 4.163
H: -3.912 -0.639 4.443
H: -4.618 -2.182 3.959
H: -3.461 -2.025 1.760
H: -2.754 -0.481 2.233
H: -5.745 -1.028 1.969
H: -5.020 0.498 2.473
H: -3.765 0.519 0.254
H: -5.506 0.798 0.165
H: -4.265 -1.953 -0.276
H: -5.945 -1.444 -0.575
H: -3.057 -0.878 -3.506
H: -3.051 -2.195 -2.302
H: -2.794 1.460 -2.548
H: -1.903 3.458 -1.887
H: 0.313 1.875 0.353
H: 1.820 -4.421 -1.366
H: 5.227 -3.674 -1.321
H: 6.681 -0.445 0.214
H: 4.093 0.221 1.501
H: 2.354 0.504 1.584
H: 4.155 1.140 -0.796
H: 2.402 1.318 -0.793
H: 4.356 2.770 1.047
H: 2.602 2.907 1.149
H: 4.279 3.653 -1.286
H: 2.524 3.790 -1.171
H: 2.769 5.415 0.704
H: 3.612 5.980 -0.739
H: 4.524 5.278 0.598

## Properties
- LUMO energy: 0.01 eV
- HOMO level: -8.87 eV
- SMILES string: CCCCCC(=O)Cc1cc(O)cc2c1C(=O)Oc1cc(O)c(C(=O)O)c(CCCCC)c1O2
- Energy above the lowest of the compared OMol25 structures with the same formula, charge and spin: 0.121 eV

The molecule's Mulliken atomic charges, reported in e, are given here:
1 C -1.6600
2 C 0.5642
3 C -1.0382
4 C -0.1802
5 C -0.4292
6 C 0.4495
7 O -0.6179
8 C -1.2425
9 C -0.1707
10 C -0.4678
11 C 0.7190
12 O -0.5814
13 C -0.7868
14 C 0.3006
15 C 0.6238
16 C 0.2695
17 O -0.6097
18 O -0.3500
19 C 0.0831
20 C -0.9265
21 C -0.0784
22 O -0.6649
23 C 0.2543
24 C 1.1799
25 O -0.7849
26 O -0.3789
27 C -0.3092
28 C -1.5350
29 C -0.4974
30 C -0.8530
31 C -0.2720
32 C -1.3153
33 C 0.8571
34 O -0.7810
35 H 0.4141
36 H 0.3757
37 H 0.3494
38 H 0.1316
39 H 0.0480
40 H 0.3424
41 H 0.3852
42 H -0.0645
43 H 0.3767
44 H 0.1923
45 H 0.5630
46 H 0.4130
47 H 0.5194
48 H 0.3405
49 H 0.3062
50 H 0.7508
51 H 0.5796
52 H 0.3448
53 H 0.3812
54 H 0.7085
55 H 0.5320
56 H 0.5778
57 H 0.2500
58 H 0.4497
59 H 0.3494
60 H 0.3201
61 H 0.2542
62 H 0.3213
63 H 0.3929
64 H 0.3246



Repeat the second record exactly.
C3HO3S | the ωB97M-V functional and the def2-TZVPD basis

CARTESIAN COORDINATES (ANGSTROEM)
C: 1.293 -1.532 0.483
C: -1.506 1.505 0.060
C: 0.874 -0.742 -0.430
O: -1.621 2.640 0.394
O: 1.823 -2.235 1.257
O: -1.888 0.415 -0.213
S: 0.810 1.084 -0.199
H: 0.215 -1.135 -1.352

## Properties
- LUMO energy: 3.79 eV
- HOMO level: -3.23 eV
- Charge: -1
- Energy above the lowest of the compared OMol25 structures with the same formula, charge and spin: 0.515 eV

The molecule's Mulliken atomic charges, reported in e, are given here:
1 C 0.7614
2 C 0.6991
3 C -0.6806
4 O -0.5006
5 O -0.4676
6 O -0.4935
7 S -0.5262
8 H 0.2080